{
  "formula": "C9H10O2",
  "method": "ωB97M-V/def2-TZVPD",
  "symbols": ["C", "C", "C", "C", "C", "C", "C", "C", "C", "O", "O", "H", "H", "H", "H", "H", "H", "H", "H", "H", "H"],
  "xyz": [[-1.769100, 0.365173, -1.588729], [-1.368272, -0.087824, -0.238605], [0.057011, -0.252887, -0.065016], [0.787309, 0.372613, 0.975688], [2.201058, -0.024857, 1.110342], [2.741884, -1.007248, 0.296937], [1.963423, -1.526253, -0.711333], [0.676871, -1.199874, -0.897010], [-2.234903, 0.257857, 0.971170], [-2.750465, -1.080560, 1.024753], [-2.025699, -1.482295, -0.089639], [-2.890185, 0.538657, -1.699179], [-1.563210, -0.428057, -2.300006], [-1.152950, 1.156765, -1.827518], [0.342512, 1.040268, 1.662573], [2.768213, 0.591648, 1.799303], [3.760637, -1.161819, 0.295052], [2.443576, -2.272388, -1.292370], [0.066656, -1.685328, -1.707301], [-1.810594, 0.504013, 1.869432], [-2.918977, 0.913930, 0.653149]],
  "atomic_forces_ev_per_a": [[-2.51, -0.95, -0.18], [-2.01, -2.63, 0.67], [2.01, 0.20, 1.49], [2.39, -2.79, -1.95], [-2.56, 1.30, -0.14], [-1.80, 2.34, 0.59], [1.22, -1.14, 0.11], [-2.05, 0.27, -0.92], [1.02, -2.74, -1.44], [-1.17, 0.98, 1.89], [1.76, 0.09, -2.02], [1.52, 0.18, 0.34], [0.19, -0.17, -0.04], [0.83, 2.20, -0.94], [-0.32, 0.71, 0.48], [0.26, -0.49, 0.12], [2.02, -0.70, 0.30], [0.11, -0.58, -0.84], [0.79, 0.49, 1.00], [1.31, 0.80, 2.12], [-3.02, 2.64, -0.65]],
  "fmax_ev_per_a": 4.16,
  "homo_lumo_gap_ev": 9.5,
  "total_energy_ha": -499.2531,
  "relative_energy_ev": 4.863,
  "total_charge": 0,
  "e_homo_ev": -8.68
}